Entry 1:
Molecular formula: C3H12N2O3
Method: DFT, the ωB97M-V functional and the def2-TZVPD basis

Atoms and positions in Å:
N -2.709 0.135 -1.000
C -1.334 0.258 -1.320
N -0.589 1.059 -0.210
C 0.760 1.414 -0.308
C 1.433 1.592 0.971
O 2.283 0.723 1.164
H -3.385 0.487 -1.778
H -2.992 0.678 -0.272
H -1.288 0.800 -2.270
H -0.915 -0.742 -1.523
H -0.775 0.386 0.592
H 1.468 0.667 -0.838
H 1.060 2.256 -0.942
H 1.130 2.351 1.752
O 2.217 -2.076 0.106
H 2.796 -1.403 0.423
H 1.902 -1.740 -0.657
O -1.740 -2.151 0.885
H -1.164 -2.400 0.095
H -1.989 -1.251 0.600

As for the HOMO-LUMO gap: 10.174 eV. The highest occupied orbital energy comes out at -9.628 eV. The maximum force comes out at 4.7 eV/A. For the total energy, the calculation gives -12425.78661 eV. Its spin multiplicity is 1.

=====

Entry 2:
Molecular formula: C3H12N2OS
Method: DFT, the ωB97M-V functional and the def2-TZVPD basis

Atoms and positions in Å:
C 0.016 1.108 -0.171
C -1.145 1.701 0.654
S -2.814 1.175 0.079
N -0.116 -0.322 -0.267
C 0.984 -1.033 -0.881
N 1.217 -0.666 -2.297
H -0.070 1.487 -1.189
H 0.881 1.482 0.400
H -1.119 2.787 0.600
H -1.164 1.411 1.701
H -3.099 2.154 -0.795
H -0.415 -0.723 0.606
H 1.916 -0.828 -0.344
H 0.802 -2.103 -0.847
H 0.530 -1.181 -2.829
H 0.923 0.306 -2.401
H 0.964 -2.120 1.858
H 0.942 -2.709 3.341
O 0.766 -1.927 2.781

Its charge is -1. As for the HOMO-LUMO gap (spin up / spin down): 1.918 / 8.504 eV. The highest occupied orbital energy (spin up / spin down) comes out at 0.946 / -5.647 eV. The maximum force comes out at 1.6 eV/A. For the total energy, the calculation gives -19166.90295 eV. Its spin multiplicity is 2.

=====

Entry 3:
Molecular formula: C3H12N2OS
Method: DFT, the ωB97M-V functional and the def2-TZVPD basis

Atoms and positions in Å:
N -2.184 -0.089 -0.740
C -1.199 -0.944 -1.432
N 0.131 -0.370 -1.554
C 1.024 -0.540 -0.438
C 1.711 0.797 -0.116
S 2.768 0.809 1.352
H -1.656 0.226 0.076
H -2.235 0.722 -1.343
H -1.526 -1.149 -2.451
H -1.157 -1.915 -0.935
H 0.439 -0.311 -2.501
H 1.768 -1.314 -0.672
H 0.570 -0.975 0.455
H 0.931 1.524 0.078
H 2.283 1.018 -1.016
H 2.731 2.144 1.424
O -4.355 -0.671 1.304
H -3.802 -0.812 0.527
H -3.784 -0.461 2.017

As for the HOMO-LUMO gap: 9.789 eV. The highest occupied orbital energy comes out at -9.064 eV. The maximum force comes out at 1.9 eV/A. For the total energy, the calculation gives -19167.97775 eV. Its spin multiplicity is 1.

=====

Entry 4:
Molecular formula: C3H12N2P
Method: DFT, the ωB97M-V functional and the def2-TZVPD basis

Atoms and positions in Å:
C 2.275 -0.423 -0.879
C -1.797 -0.315 -0.924
C -0.142 2.724 1.019
N -0.860 -1.667 1.163
N 1.011 -1.069 -0.679
P -0.357 -0.416 0.198
H 2.302 0.662 -0.504
H 3.099 -0.887 -0.384
H 2.354 -0.253 -1.890
H -1.729 0.422 -1.838
H -2.670 -0.097 -0.319
H -1.832 -1.296 -1.331
H 0.529 2.778 0.245
H 0.144 2.547 2.193
H -1.167 2.976 0.938
H -1.835 -1.920 1.197
H -0.385 -1.689 2.177
H 1.060 -2.078 -0.382

Its charge is +1. As for the HOMO-LUMO gap (spin up / spin down): 6.392 / 9.118 eV. The highest occupied orbital energy (spin up / spin down) comes out at -12.849 / -13.374 eV. The maximum force comes out at 5.6 eV/A. For the total energy, the calculation gives -15564.72707 eV. Its spin multiplicity is 1.

=====

Entry 5:
Molecular formula: C3H12N3
Method: DFT, the ωB97M-V functional and the def2-TZVPD basis

Atoms and positions in Å:
C -1.149 1.216 0.908
C -0.159 -1.129 0.988
C 0.683 0.472 -0.521
N 2.005 0.144 -0.546
N -0.603 -0.707 -1.797
N 0.069 0.355 0.840
H -2.056 0.838 0.431
H -1.243 1.448 1.961
H -1.005 2.198 0.440
H -0.941 -1.489 0.274
H 0.757 -1.706 0.822
H -0.514 -1.428 2.034
H 0.391 1.465 -0.839
H 2.776 0.743 -0.865
H 2.264 -0.870 -0.268
H 0.101 -1.245 -2.208
H -0.920 -0.045 -2.445
H 0.730 0.689 1.489

Its charge is +1. As for the HOMO-LUMO gap: 9.703 eV. The highest occupied orbital energy comes out at -13.309 eV. The maximum force comes out at 5.0 eV/A. For the total energy, the calculation gives -7766.30137 eV. Its spin multiplicity is 1.

=====

Entry 6:
Molecular formula: C3H12N3
Method: DFT, the ωB97M-V functional and the def2-TZVPD basis

Atoms and positions in Å:
C -1.693 -1.275 2.648
N -0.499 -1.067 2.264
H -1.900 -2.145 3.259
H -2.472 -0.585 2.346
H -0.263 -0.202 1.756
H 0.262 -1.705 2.478
C 0.382 1.125 0.109
N -0.214 0.225 -0.874
C 0.755 -0.152 -1.940
N 0.971 0.853 -2.947
H -0.374 1.444 0.841
H 1.247 0.699 0.646
H 0.711 2.040 -0.377
H -0.450 -0.659 -0.441
H 0.325 -1.024 -2.435
H 1.721 -0.432 -1.506
H 0.073 1.192 -3.283
H 1.417 1.667 -2.545

Its charge is +1. As for the HOMO-LUMO gap: 6.659 eV. The highest occupied orbital energy comes out at -12.574 eV. The maximum force comes out at 0.6 eV/A. For the total energy, the calculation gives -7767.68942 eV. Its spin multiplicity is 1.

=====

Entry 7:
Molecular formula: C3H12N3O
Method: DFT, the ωB97M-V functional and the def2-TZVPD basis

Atoms and positions in Å:
C 1.642 -0.934 0.600
C 1.033 1.330 -0.056
N 0.101 1.367 0.893
N 1.748 0.233 -0.254
N 1.179 2.401 -0.843
H -0.336 0.568 1.322
H -0.318 2.262 1.084
H 2.633 0.436 -0.696
H 1.994 2.480 -1.440
H 0.424 3.059 -0.899
H 1.880 -0.704 1.639
H 2.377 -1.658 0.275
H 0.675 -1.418 0.462
C -2.695 -1.851 -0.136
O -1.937 -0.651 -0.389
H -1.869 -0.468 -1.330
H -2.261 -2.681 -0.695
H -2.538 -2.036 0.920
H -3.734 -1.736 -0.457

Its charge is +1. As for the HOMO-LUMO gap: 10.776 eV. The highest occupied orbital energy comes out at -13.762 eV. The maximum force comes out at 1.1 eV/A. For the total energy, the calculation gives -9817.62661 eV. Its spin multiplicity is 1.

=====

Entry 8:
Molecular formula: C3H12N3O
Method: DFT, the ωB97M-V functional and the def2-TZVPD basis

Atoms and positions in Å:
C 1.485 1.531 -1.902
C 0.823 0.733 0.277
N 0.548 0.845 1.607
N 1.317 1.725 -0.461
N 0.772 -0.592 -0.263
H 0.977 1.559 2.254
H 0.098 0.060 2.052
H 1.231 2.762 -0.213
H 0.349 -0.598 -1.226
H 0.448 -1.369 0.277
H 0.663 1.158 -2.360
H 2.330 0.865 -2.200
H 1.829 2.641 -2.115
C -2.016 -2.218 0.800
O -1.962 -0.972 0.106
H -2.790 -0.613 0.139
H -1.712 -2.021 1.934
H -2.994 -2.555 1.006
H -1.397 -2.941 0.288

Its charge is +1. As for the HOMO-LUMO gap: 11.123 eV. The highest occupied orbital energy comes out at -14.088 eV. The maximum force comes out at 6.0 eV/A. For the total energy, the calculation gives -9816.30357 eV. Its spin multiplicity is 1.

=====

Entry 9:
Molecular formula: C3H12N3S
Method: DFT, the ωB97M-V functional and the def2-TZVPD basis

Atoms and positions in Å:
C 1.181 0.599 0.002
C 2.672 0.427 -0.226
S 3.320 1.794 -1.251
N 0.652 -0.432 0.960
H 0.623 0.504 -0.926
H 0.959 1.566 0.447
H 2.905 -0.528 -0.692
H 3.205 0.492 0.725
H 2.771 1.331 -2.381
H -0.404 -0.280 1.090
H 1.113 -0.334 1.862
H 0.790 -1.396 0.655
N -2.692 -0.697 -1.088
C -2.991 -0.658 0.246
N -2.100 -0.339 1.106
H -2.047 0.019 -1.375
H -3.469 -0.833 -1.714
H -4.024 -0.868 0.508
H -2.464 -0.368 2.051

Its charge is +1. As for the HOMO-LUMO gap: 9.740 eV. The highest occupied orbital energy comes out at -12.715 eV. The maximum force comes out at 0.7 eV/A. For the total energy, the calculation gives -18605.23787 eV. Its spin multiplicity is 1.

=====

Entry 10:
Molecular formula: C3H12N3S
Method: DFT, the ωB97M-V functional and the def2-TZVPD basis

Atoms and positions in Å:
C 0.720 -1.745 0.124
C -1.649 0.571 0.046
C 0.664 -0.293 -0.286
N -1.649 1.384 -1.058
N -1.885 0.935 1.328
N 1.755 0.436 0.493
S 0.908 -0.192 -2.021
H 1.539 -2.212 -0.446
H -0.146 -2.360 -0.020
H 0.712 -1.916 1.233
H -1.645 -0.470 -0.049
H -1.589 0.994 -2.026
H -2.090 2.285 -1.020
H -1.691 1.886 1.827
H -1.910 0.146 2.051
H 1.310 1.057 1.248
H 2.429 0.930 -0.181
H 2.327 -0.229 0.911
H 1.888 -1.206 -2.155

Its charge is +1. As for the HOMO-LUMO gap: 7.950 eV. The highest occupied orbital energy comes out at -11.230 eV. The maximum force comes out at 3.0 eV/A. For the total energy, the calculation gives -18602.13563 eV. Its spin multiplicity is 1.

=====

Entry 11:
Molecular formula: C3H12N4
Method: DFT, the ωB97M-V functional and the def2-TZVPD basis

Atoms and positions in Å:
C -0.600 1.386 -1.003
C 1.295 -1.920 -0.259
C -0.374 -0.668 1.062
N -0.933 0.930 -2.180
N -0.772 -0.004 2.133
N -0.473 2.657 -0.753
N 0.983 -1.178 0.991
H 0.564 -2.713 -0.422
H 1.291 -1.243 -1.111
H 2.282 -2.377 -0.180
H -1.101 -1.109 0.397
H -1.054 -0.050 -2.373
H -1.148 1.548 -2.963
H -1.750 0.234 2.247
H -0.138 0.366 2.832
H -0.236 3.021 0.156
H -0.653 3.364 -1.467
H 1.674 -0.418 1.105
H 1.142 -1.826 1.787

Its charge is +2. As for the HOMO-LUMO gap (spin up / spin down): 7.712 / 8.848 eV. The highest occupied orbital energy (spin up / spin down) comes out at -14.965 / -19.750 eV. The maximum force comes out at 2.9 eV/A. For the total energy, the calculation gives -9245.60042 eV. Its spin multiplicity is 3.

=====

Entry 12:
Molecular formula: C3H12N4O
Method: DFT, the ωB97M-V functional and the def2-TZVPD basis

Atoms and positions in Å:
N -1.207 0.976 -1.561
C -1.311 0.367 -0.300
N -1.715 1.210 0.749
N -1.723 -0.885 -0.134
O -1.410 -1.713 -1.274
H -0.239 1.203 -1.782
H -1.593 0.388 -2.288
H -2.462 0.805 1.295
H -1.818 2.175 0.474
H -2.146 -2.334 -1.288
C 1.466 -1.079 1.451
C 1.893 -0.372 0.188
N 1.006 0.964 -0.132
H 2.248 -1.773 1.764
H 0.554 -1.639 1.266
H 1.242 -0.367 2.244
H 2.909 0.022 0.307
H 1.822 -0.993 -0.703
H 1.017 1.626 0.639
H 1.466 1.420 -0.915

As for the HOMO-LUMO gap: 9.034 eV. The highest occupied orbital energy comes out at -8.048 eV. The maximum force comes out at 4.4 eV/A. For the total energy, the calculation gives -11311.01648 eV. Its spin multiplicity is 1.